Entry 1:
Computed, not measured: a molecular structure, C25H51InN9O6P2S, with the ωB97M-V functional and the def2-TZVPD basis.

Calculated values
Orbital gap   8.67 eV
E_LUMO   -0.2927 hartree
Molar mass   782.57 g/mol

Geometry as ORCA input:
```
! RIJCOSX wB97M-V def2-TZVPD def2/J DEFGRID3
* xyz 3 1
In 0.94096 -1.12202 -0.76869
C 5.50690 0.39401 -1.15787
C 4.02563 0.21919 -1.02705
N 3.47726 -0.89680 -0.73601
N 4.24081 -1.98508 -0.50564
C 3.67800 -3.17547 -0.19116
N 4.49916 -4.19366 0.01851
S 2.01164 -3.38142 -0.07621
C 3.08466 1.33011 -1.29116
C 3.51348 2.63930 -1.44629
C 2.59247 3.62587 -1.77304
C 1.27308 3.26759 -1.97249
C 0.91182 1.94144 -1.78014
N 1.78484 1.00304 -1.41440
H 5.93710 -0.40983 -1.76025
H 5.98920 0.37805 -0.17636
H 5.76876 1.32476 -1.64854
H 5.24821 -1.90246 -0.52984
H 5.50424 -4.10768 -0.00455
H 4.11255 -5.08724 0.27607
H 4.55267 2.90217 -1.31266
H 2.91084 4.65392 -1.88314
H 0.52413 3.98812 -2.26886
H -0.10820 1.61570 -1.90977
C -1.71376 -2.22516 4.79980
C -0.52235 -1.30618 4.99962
C -0.92813 0.02860 5.59159
O 0.21819 -1.17876 3.73188
P 0.05101 -0.22506 2.51559
O 0.89903 -0.79652 1.41566
C -1.69464 -0.05609 2.07820
P -1.86135 0.70078 0.43695
O -0.91258 0.09566 -0.54541
O -1.61339 2.22705 0.56036
C -2.55988 3.13005 1.26794
C -3.28654 3.95199 0.22612
C -1.75055 3.96329 2.23799
O -3.36533 0.54303 0.02402
C -3.92863 -0.70524 -0.48180
C -3.97426 -0.62747 -1.99749
C -5.29732 -0.87631 0.14328
O 0.42701 1.25533 2.87483
C 1.83878 1.68034 2.92865
C 2.16378 2.15625 4.33025
C 2.00467 2.77291 1.88961
H -2.06632 -2.56553 5.77214
H -1.44093 -3.10310 4.21374
H -2.53929 -1.70182 4.31165
H 0.20808 -1.79274 5.64268
H -1.57198 0.58955 4.91047
H -0.06713 0.64009 5.84795
H -1.48936 -0.15369 6.50700
H -2.18405 0.57690 2.82066
H -2.15942 -1.04337 2.07713
H -3.27795 2.50698 1.80844
H -2.57342 4.55072 -0.34141
H -3.98781 4.62312 0.72014
H -3.83870 3.30883 -0.45815
H -1.09184 4.64108 1.69395
H -1.14666 3.32607 2.88465
H -2.42507 4.55781 2.85261
H -3.26833 -1.52678 -0.17944
H -4.58282 0.22314 -2.30426
H -4.42441 -1.53522 -2.39974
H -2.96639 -0.50714 -2.39853
H -5.92788 -0.02175 -0.10077
H -5.22835 -0.96301 1.22764
H -5.76797 -1.77784 -0.24721
H 2.46205 0.82080 2.67219
H 1.38285 2.82734 4.68915
H 3.10738 2.70059 4.31807
H 2.26115 1.32016 5.01980
H 1.50748 3.68654 2.21715
H 1.56680 2.45843 0.94066
H 3.06483 2.98264 1.74662
C -0.81368 -2.36745 -6.02095
N 0.18080 -1.78338 -5.11628
C 1.31730 -1.06719 -5.68912
C 0.07683 -1.88687 -3.78553
N 0.93142 -1.35103 -2.95245
N -1.01515 -2.60521 -3.32864
C -1.27009 -3.11586 -2.07185
N -2.19461 -4.09731 -2.05665
N -0.70108 -2.65847 -1.00586
H -0.52034 -2.16898 -7.04516
H -1.80071 -1.91982 -5.88080
H -0.86768 -3.45341 -5.91187
H 1.33294 -1.22904 -6.76083
H 2.25973 -1.44800 -5.29075
H 1.24602 0.00841 -5.50946
H 1.66353 -0.83696 -3.42153
H -1.64098 -2.92333 -4.04945
H -2.52894 -4.54257 -2.89482
H -2.41122 -4.56212 -1.19231
H -0.95259 -3.17033 -0.16880
*
```


Entry 2:
Computed, not measured: a molecular structure, C25H51N6O5W, with the ωB97M-V functional and the def2-TZVPD basis.

Calculated values
Orbital gap (spin up / spin down)   8.10 / 7.86 eV
E_LUMO (spin up / spin down)   -0.3416 / -0.3553 hartree
Molar mass   699.56 g/mol
⟨S²⟩   2.010

Geometry as ORCA input:
```
! RIJCOSX wB97M-V def2-TZVPD def2/J DEFGRID3
* xyz 3 3
W 0.74985 -0.11476 -1.05022
C -2.51475 -2.15069 -0.11396
C -1.33520 -2.56236 -0.98352
C -0.33814 -3.48125 -0.18333
C 0.37441 -3.23262 1.19935
C -0.26249 -2.22315 2.12442
C 0.44837 -4.58670 1.91143
N 1.87886 -2.85844 0.95623
C 2.64754 -1.81240 1.73118
C 2.43509 -0.30594 1.47258
N 2.53516 0.21424 0.07254
C 3.70859 -0.29356 -0.67986
C 3.42106 -0.14243 -2.17287
O 4.19407 -0.34706 -3.04447
O 2.14149 0.27136 -2.40537
C 2.41592 1.77836 0.00964
C 3.59013 2.48901 -0.63581
C 0.99624 2.29788 -0.46716
C 0.27946 2.52506 -1.87502
C -0.98827 3.30295 -1.54324
C 1.14017 3.27194 -2.88189
N -0.10245 1.15295 -2.48559
C -1.43884 0.76983 -3.03967
C -1.92520 -0.52674 -2.38002
N -0.80777 -1.39867 -1.90184
C -0.10711 -2.00327 -3.07248
C 1.21099 -2.54784 -2.56814
O 1.85587 -3.43479 -3.00904
O 1.55265 -1.89731 -1.41020
H -2.75780 -2.98398 0.54276
H -3.41011 -1.96074 -0.69901
H -2.29994 -1.28921 0.50736
H -1.72609 -3.26277 -1.73155
H 0.37669 -3.95425 -0.85437
H -1.02230 -4.30362 0.04591
H -1.26292 -2.57250 2.37482
H -0.37414 -1.21269 1.71710
H 0.28446 -2.16371 3.06589
H -0.55114 -4.91410 2.19184
H 1.03854 -4.51237 2.82512
H 0.88136 -5.35769 1.27201
H 1.96640 -2.64004 -0.06533
H 2.39476 -3.72846 1.10204
H 3.69528 -2.06792 1.57001
H 2.45356 -1.96911 2.79311
H 3.22091 0.17332 2.07234
H 1.47332 0.02872 1.86529
H 3.84642 -1.35499 -0.48247
H 4.62662 0.22070 -0.40214
H 2.40184 2.05798 1.06860
H 3.73268 2.26122 -1.68809
H 4.51677 2.30557 -0.09750
H 3.39574 3.55926 -0.55859
H 1.03262 3.32313 -0.08483
H 0.23508 1.87739 0.20986
H -0.71547 4.23971 -1.06023
H -1.64227 2.75047 -0.86820
H -1.53184 3.56445 -2.44914
H 1.46568 4.21967 -2.45585
H 0.55912 3.49700 -3.77500
H 2.02033 2.70218 -3.17240
H 0.57196 1.04253 -3.24382
H -1.32307 0.67057 -4.11972
H -2.17309 1.55389 -2.86636
H -2.58073 -1.08890 -3.05256
H -2.49206 -0.26966 -1.50183
H 0.08511 -1.23911 -3.83096
H -0.70418 -2.79970 -3.52607
C -0.14628 1.16346 3.40610
N -1.51607 1.27990 2.95273
C -2.52091 1.17007 4.00969
C -1.82932 1.24184 1.63773
O -1.03171 0.66249 0.80964
N -2.94621 1.90526 1.28078
C -3.75288 1.56669 0.13112
C -3.44032 3.06935 2.01776
H -0.02044 1.76812 4.30360
H 0.53124 1.55008 2.64690
H 0.12015 0.13231 3.65920
H -2.21779 0.36762 4.68377
H -3.48584 0.91038 3.58402
H -2.60937 2.09094 4.58331
H -3.32102 0.71505 -0.36327
H -3.81677 2.40891 -0.56229
H -4.76547 1.31135 0.44726
H -2.66332 3.46000 2.66592
H -4.32699 2.83603 2.60643
H -3.70448 3.83429 1.28791
*
```


Entry 3:
Computed, not measured: 6 unconnected molecules or ions with the total composition C25H51NO19S at a distorted geometry, with the ωB97M-V functional and the def2-TZVPD basis.

Calculated values
Orbital gap   9.88 eV
E_LUMO   0.0110 hartree
Molar mass   701.74 g/mol

Geometry as ORCA input:
```
! RIJCOSX wB97M-V def2-TZVPD def2/J DEFGRID3
* xyz 0 1
C -1.44157 2.59223 8.44987
O -1.37362 1.32419 7.79558
S -2.74883 0.93811 7.01769
O -3.29773 -0.17136 7.74523
O -2.06227 0.21922 5.71691
C -1.76969 1.08922 4.61460
C -0.28130 1.38813 4.50405
O 0.37165 0.83897 3.62917
N 0.25263 2.28923 5.44427
C 0.04312 3.67075 5.04723
C 1.62988 1.98416 5.85299
H -2.46194 2.87403 8.69538
H -0.86925 2.50443 9.36465
H -0.99519 3.36500 7.82981
H -2.05059 0.54491 3.72204
H -2.36523 2.00107 4.67976
H 0.63780 3.95183 4.17623
H -1.00467 3.81490 4.78388
H 0.24555 4.34072 5.87555
H 1.64376 1.82858 6.92939
H 2.01859 1.10285 5.36126
H 2.28387 2.82678 5.64553
C 1.51527 -3.42337 5.62130
C 2.13212 -2.36553 4.73214
O 3.39661 -1.90746 5.23985
C 4.42576 -2.72231 5.03247
O 4.40250 -3.76415 4.43327
O 5.50776 -2.16738 5.58147
C 6.69271 -2.95732 5.46915
H 1.43485 -3.05793 6.64581
H 0.51879 -3.67889 5.26200
H 2.12039 -4.32878 5.63363
H 1.49748 -1.48170 4.70611
H 2.25062 -2.71863 3.70833
H 6.88436 -3.22731 4.43331
H 6.60623 -3.85658 6.07686
H 7.50552 -2.34200 5.84319
C 0.06233 -2.42041 -0.38908
C -0.55214 -1.03889 -0.41612
O -1.84525 -1.04509 -1.04751
C -2.84261 -1.51119 -0.29646
O -2.75985 -1.89265 0.83899
O -3.96154 -1.47983 -1.02585
C -5.10401 -2.04204 -0.37291
H 0.10021 -2.84053 -1.39517
H 1.07715 -2.37756 0.00517
H -0.51698 -3.10108 0.23288
H 0.05602 -0.37067 -1.02284
H -0.62741 -0.60835 0.58206
H -5.26117 -1.58318 0.60005
H -4.98333 -3.11819 -0.26378
H -5.95307 -1.83461 -1.01721
C -3.35860 1.72422 -3.28311
C -3.23274 0.30166 -3.78337
O -4.29087 -0.03626 -4.69756
C -4.15540 0.44534 -5.92729
O -3.22291 1.07780 -6.35003
O -5.22373 0.07616 -6.63656
C -5.23142 0.55845 -7.98100
H -4.34233 1.88676 -2.83964
H -2.59626 1.92310 -2.52964
H -3.23530 2.44370 -4.09179
H -3.32060 -0.38380 -2.94944
H -2.26490 0.12829 -4.25482
H -4.31543 0.28398 -8.49899
H -5.35471 1.64021 -7.99372
H -6.08123 0.08957 -8.46801
C 0.85288 7.52346 -2.64601
C 0.25780 6.28429 -2.01251
O -0.34465 5.42051 -2.98649
C 0.50678 4.68133 -3.69575
O 1.70127 4.64907 -3.55988
O -0.19818 3.96348 -4.56619
C 0.58703 3.14903 -5.44075
H 0.10068 8.04437 -3.23948
H 1.22008 8.19997 -1.87429
H 1.68285 7.26819 -3.30272
H -0.55304 6.55639 -1.33953
H 1.00073 5.72994 -1.43940
H 1.26319 2.51125 -4.87600
H 1.15269 3.77334 -6.13030
H -0.11755 2.53670 -5.99616
C 5.07791 -4.48180 -5.11045
C 4.10520 -5.62740 -4.93123
O 2.96229 -5.24334 -4.15221
C 2.04480 -4.53096 -4.79977
O 2.06977 -4.22399 -5.96171
O 1.07013 -4.23643 -3.93931
C 0.02384 -3.43287 -4.48724
H 5.36687 -4.07433 -4.14095
H 5.97374 -4.82812 -5.62553
H 4.63424 -3.67777 -5.69544
H 4.57000 -6.43358 -4.36753
H 3.77761 -6.03058 -5.88898
H -0.38933 -3.88037 -5.38795
H 0.39252 -2.43167 -4.70653
H -0.74997 -3.37162 -3.72699
*
```


Entry 4:
Computed, not measured: 7 unconnected molecules or ions with the total composition C25H52IN4O6 at a distorted geometry, with the ωB97M-V functional and the def2-TZVPD basis.

Calculated values
Orbital gap   6.42 eV
E_LUMO   -0.1491 hartree
Molar mass   631.62 g/mol

Geometry as ORCA input:
```
! RIJCOSX wB97M-V def2-TZVPD def2/J DEFGRID3
* xyz 1 1
C 0.55756 -0.24881 0.63366
C 0.44860 1.26350 0.85346
C -0.23079 2.04777 -0.28151
C -1.42237 1.34150 -0.93631
N -2.31263 0.64337 0.01334
C -3.55327 1.27703 0.25661
I -3.26929 3.11039 1.40473
C -4.56481 1.49907 -0.90905
N -5.27658 0.19959 -0.83885
C -5.53265 0.21798 0.58850
N -6.71333 0.15529 1.17116
N -4.35621 0.34574 1.16504
H 1.01452 -0.46716 -0.33102
H 1.22905 -0.62825 1.39968
H -0.38618 -0.76526 0.77263
H 1.47029 1.62978 0.91132
H -0.00375 1.46008 1.82180
H -0.56289 3.00221 0.11800
H 0.52345 2.27610 -1.03149
H -1.94047 2.07467 -1.56094
H -1.02215 0.60959 -1.63354
H -2.45475 -0.29627 -0.34114
H -4.16288 1.76233 -1.87253
H -5.29000 2.17993 -0.46583
H -4.62451 -0.58552 -0.86468
H -7.03288 0.96880 1.67964
H -7.32359 -0.66146 1.06308
H -4.33152 0.81732 2.07540
C -0.56622 7.17530 1.24306
C -0.44482 6.45864 -0.07840
O -0.33414 5.25418 -0.13575
C -0.46615 7.30726 -1.32441
H -0.53540 6.44904 2.05284
H 0.26134 7.87495 1.36604
H -1.51242 7.71716 1.28875
H 0.36578 8.01258 -1.31001
H -1.40806 7.85442 -1.38757
H -0.37028 6.66791 -2.19921
C 4.99174 -1.06759 1.01010
C 4.54532 -0.62626 2.38379
O 3.57394 0.08450 2.53039
C 5.36161 -1.10739 3.55062
H 4.32042 -0.65202 0.26017
H 6.00473 -0.71035 0.81603
H 4.96794 -2.15629 0.94198
H 6.38936 -0.75131 3.46164
H 5.35262 -2.19813 3.58926
H 4.93397 -0.71853 4.47284
C 9.07233 1.25224 3.13412
C 9.32002 -0.09007 3.76776
O 8.41302 -0.85921 4.00402
C 10.74974 -0.44128 4.09634
H 8.00702 1.37587 2.95024
H 9.40935 2.04681 3.80298
H 9.60032 1.31744 2.18706
H 11.15839 0.28220 4.80318
H 11.35122 -0.44377 3.18606
H 10.78549 -1.43154 4.54547
C -6.79969 -2.74029 -0.87104
C -8.12906 -2.91107 -0.18694
O -8.27628 -2.50184 0.95034
C -9.23104 -3.58106 -0.95162
H -6.12722 -2.23892 -0.17574
H -6.36849 -3.70227 -1.14965
H -6.92507 -2.11800 -1.75849
H -8.94224 -4.59267 -1.22228
H -9.45779 -3.01228 -1.85433
H -10.12272 -3.62667 -0.33086
C 11.00966 1.36127 -1.44652
C 9.58769 1.07794 -1.03223
O 9.18989 1.33687 0.08164
C 8.68159 0.45766 -2.06606
H 11.54827 1.80485 -0.61199
H 11.50648 0.43370 -1.73485
H 11.02221 2.05881 -2.28517
H 9.08011 -0.50812 -2.38024
H 8.59591 1.11709 -2.93092
H 7.69283 0.30849 -1.63737
C -7.84164 -6.14543 -3.83287
C -9.30235 -6.44966 -3.59496
O -9.94406 -5.85952 -2.75471
C -9.92485 -7.52146 -4.45157
H -7.51886 -5.35791 -3.15412
H -7.23999 -7.03682 -3.65047
H -7.69328 -5.80786 -4.85941
H -9.41015 -8.47061 -4.29484
H -9.86317 -7.24142 -5.50431
H -10.97091 -7.63883 -4.17898
*
```


Entry 5:
Computed, not measured: 3 unconnected molecules or ions with the total composition C25H53BN3O4 at a distorted geometry, with the ωB97M-V functional and the def2-TZVPD basis.

Calculated values
Orbital gap (spin up / spin down)   6.73 / 6.64 eV
E_LUMO (spin up / spin down)   0.0883 / 0.0852 hartree
Molar mass   470.53 g/mol
⟨S²⟩   2.008

Geometry as ORCA input:
```
! RIJCOSX wB97M-V def2-TZVPD def2/J DEFGRID3
* xyz -1 3
C -2.80407 0.89542 2.94890
C -1.40468 0.97096 3.54542
C -0.25523 0.73871 2.55855
C -0.34351 -0.53897 1.71033
O -0.13631 -0.28516 0.35493
B -1.21478 -0.79051 -0.54303
N -2.47379 0.14058 -0.41551
C -3.71268 -0.53593 -0.76070
C -2.40101 1.42071 -0.91469
C -1.11278 1.93870 -1.50951
O -3.36127 2.20097 -0.86491
H -3.00048 1.71135 2.25815
H -3.53718 0.96854 3.75597
H -2.99932 -0.04108 2.43641
H -1.28347 1.98232 3.94603
H -1.30481 0.31153 4.40926
H 0.66687 0.69907 3.14737
H -0.14700 1.59866 1.89931
H 0.43813 -1.23335 2.05821
H -1.29046 -1.05273 1.88498
H -0.76842 -0.83327 -1.69169
H -1.55216 -1.94252 -0.25082
H -3.66035 -1.01309 -1.74501
H -4.55627 0.15053 -0.75879
H -3.92088 -1.30428 -0.01687
H -0.46653 2.35602 -0.74042
H -0.57606 1.22887 -2.12140
H -1.38920 2.77692 -2.14654
C -0.42295 -0.16212 -6.84287
C -1.00922 1.01703 -6.04495
C -2.14426 1.66559 -6.83406
C -1.65362 2.41191 -8.07379
C -0.58499 3.44087 -7.70608
C 0.55602 2.88834 -6.84583
N 0.03447 2.04241 -5.72872
O -0.34351 2.78622 -4.74392
C 1.55313 2.09627 -7.71099
C 1.34340 4.05570 -6.26122
C -1.54336 0.40631 -4.75265
H -1.13015 -0.99067 -6.82844
H -0.23830 0.05884 -7.89181
H 0.50805 -0.50898 -6.39339
H -2.67914 2.36338 -6.18279
H -2.86164 0.89323 -7.11962
H -1.26746 1.71091 -8.81946
H -2.49522 2.92243 -8.54734
H -0.15863 3.87538 -8.61380
H -1.06802 4.26065 -7.16544
H 2.29840 1.60725 -7.08274
H 2.07714 2.77719 -8.38303
H 1.08837 1.34188 -8.34021
H 0.70443 4.74796 -5.71850
H 1.81914 4.60521 -7.07462
H 2.12036 3.70461 -5.58159
H -0.74893 -0.05849 -4.16824
H -2.27140 -0.36471 -5.00502
H -2.04962 1.12825 -4.11590
C 2.27035 -4.48670 6.25448
C 1.39743 -3.45844 5.51256
C 2.09386 -2.99707 4.23403
C 3.31538 -2.12407 4.50825
C 2.94503 -0.93331 5.39190
C 2.17785 -1.30312 6.66594
N 1.08234 -2.27946 6.37693
O 0.03078 -1.66945 5.94776
C 3.13692 -1.86057 7.73307
C 1.57000 -0.03822 7.26132
C 0.09986 -4.17694 5.16369
H 2.25905 -5.42921 5.70728
H 3.31532 -4.19961 6.33707
H 1.88381 -4.67544 7.25737
H 1.38524 -2.43095 3.62277
H 2.37762 -3.87408 3.64822
H 4.11809 -2.70876 4.96870
H 3.71388 -1.75627 3.56127
H 3.84757 -0.38719 5.67671
H 2.33625 -0.24303 4.80016
H 2.57869 -2.23186 8.59388
H 3.79744 -1.06602 8.08121
H 3.78125 -2.65841 7.37277
H 0.95763 0.49804 6.54008
H 2.37466 0.62645 7.57695
H 0.95254 -0.26871 8.13063
H -0.42859 -4.48662 6.06729
H 0.33189 -5.06727 4.57977
H -0.56694 -3.55556 4.57104
*
```